147
Properties=species:S:1:pos:R:3:lowdin_charge:R:1 method="wB97M-V/def2-TZVPD" charge=+2 orbital_gap_ev="5.39 / 5.39" e_homo_ev="-12.2 / -12.2" e_lumo_ev="-6.781 / -6.783"
Ti 0.620 -0.028 -0.065 0.973
C 3.710 -6.984 0.056 -0.034
C 4.145 -5.717 -0.693 -0.555
C 4.333 -6.048 -2.184 -0.032
C 5.480 -5.240 -0.123 -0.058
C 3.068 -4.644 -0.568 -0.134
C 3.292 -3.416 -0.058 0.062
C 2.218 -2.482 -0.035 -0.151
N 2.263 -1.233 0.462 0.079
C 3.281 -0.529 0.945 -0.146
C 4.672 -0.686 0.654 0.056
C 5.548 0.069 1.335 -0.127
C 5.031 0.861 2.440 0.074
C 3.729 1.063 2.783 -0.055
C 2.784 0.480 1.865 -0.240
O 1.544 0.741 1.794 -0.255
C 3.441 1.847 4.080 -0.529
C 4.032 3.259 3.970 -0.026
C 1.956 1.965 4.424 -0.040
C 4.115 1.097 5.239 -0.032
C 7.044 0.107 1.051 -0.554
C 7.402 -0.728 -0.176 -0.053
C 7.466 1.562 0.800 -0.031
C 7.800 -0.448 2.271 -0.028
C 0.895 -2.821 -0.471 -0.218
O 0.002 -1.874 -0.383 -0.180
C 0.643 -4.129 -0.970 -0.060
C 1.735 -4.949 -1.026 0.077
C -0.743 -4.596 -1.429 -0.528
C -1.256 -3.707 -2.562 -0.043
C -0.712 -6.036 -1.936 -0.053
C -1.726 -4.501 -0.257 -0.035
H 4.488 -7.746 -0.020 0.095
H 3.543 -6.777 1.117 0.095
H 2.792 -7.412 -0.354 0.081
H 5.117 -6.799 -2.302 0.095
H 3.422 -6.451 -2.634 0.083
H 4.627 -5.160 -2.750 0.093
H 6.216 -6.043 -0.204 0.095
H 5.874 -4.379 -0.672 0.084
H 5.403 -4.975 0.937 0.093
H 4.248 -3.151 0.367 0.098
H 4.980 -1.333 -0.155 0.112
H 5.775 1.349 3.062 0.111
H 3.587 3.815 3.139 0.085
H 3.836 3.815 4.890 0.097
H 5.115 3.241 3.822 0.085
H 1.397 2.443 3.630 0.041
H 1.502 0.989 4.627 0.083
H 1.856 2.573 5.326 0.102
H 5.204 1.093 5.148 0.086
H 3.865 1.580 6.187 0.097
H 3.775 0.059 5.285 0.095
H 6.865 -0.394 -1.068 0.091
H 8.469 -0.633 -0.378 0.096
H 7.194 -1.792 -0.023 0.084
H 6.921 1.992 -0.045 0.095
H 7.297 2.199 1.671 0.082
H 8.533 1.600 0.569 0.096
H 7.480 -1.467 2.503 0.094
H 8.873 -0.468 2.065 0.097
H 7.650 0.167 3.163 0.082
H 1.585 -5.944 -1.422 0.098
H -0.568 -3.713 -3.414 0.099
H -2.223 -4.080 -2.909 0.094
H -1.388 -2.678 -2.223 0.064
H -0.055 -6.158 -2.802 0.096
H -0.400 -6.742 -1.161 0.097
H -1.719 -6.320 -2.249 0.095
H -1.902 -3.462 0.022 0.042
H -2.684 -4.944 -0.542 0.096
H -1.355 -5.042 0.618 0.101
C -2.030 -1.810 2.081 -0.237
P -0.638 -0.655 2.103 0.909
C 0.446 -1.547 3.255 -0.202
C -1.319 0.785 3.021 -0.353
C -1.081 2.207 2.476 -0.359
P -0.270 2.387 0.827 0.918
C -1.378 3.572 -0.001 -0.265
C 1.125 3.514 1.118 -0.217
H -2.545 -1.719 3.039 0.068
H -1.663 -2.829 1.973 0.037
H -2.718 -1.582 1.269 0.005
H -0.074 -1.657 4.207 0.069
H 1.398 -1.051 3.420 0.033
H 0.636 -2.543 2.850 0.060
H -0.968 0.701 4.050 0.088
H -2.389 0.596 3.020 0.055
H -0.503 2.797 3.180 0.069
H -2.050 2.695 2.373 0.071
H -1.616 4.345 0.734 0.071
H -2.305 3.116 -0.344 -0.026
H -0.862 4.053 -0.834 0.049
H 0.783 4.339 1.748 0.072
H 1.452 3.922 0.161 0.049
H 1.972 3.024 1.580 0.023
Br 5.190 3.857 -6.204 0.819
C 4.249 2.912 -4.895 -0.694
C 4.348 1.527 -4.859 -0.099
C 3.654 0.829 -3.883 0.002
C 2.891 1.515 -2.945 -0.144
C 2.802 2.904 -2.990 -0.009
C 3.473 3.610 -3.978 -0.100
C 2.177 0.735 -1.927 -0.517
O 1.835 -0.447 -2.070 0.041
O 1.857 1.315 -0.789 -0.152
H 4.956 1.006 -5.586 0.110
H 3.707 -0.253 -3.844 0.128
H 2.210 3.431 -2.250 0.112
H 3.402 4.689 -4.040 0.109
C -2.671 -1.470 -5.316 -0.090
C -1.938 -0.139 -5.243 -0.266
C -0.874 -0.095 -4.122 -0.309
S -1.592 0.687 -2.701 1.011
O -0.610 0.416 -1.545 -0.646
C -1.235 2.392 -3.085 -0.315
C -2.259 3.097 -3.978 -0.256
C -3.683 3.083 -3.424 -0.092
H -3.440 -1.451 -6.088 0.084
H -3.159 -1.704 -4.365 0.066
H -1.984 -2.284 -5.549 0.082
H -2.676 0.656 -5.100 0.084
H -1.445 0.081 -6.189 0.122
H 0.029 0.452 -4.395 0.100
H -0.578 -1.085 -3.780 0.086
H -0.226 2.403 -3.502 0.100
H -1.212 2.847 -2.098 0.034
H -2.234 2.675 -4.985 0.099
H -1.909 4.126 -4.075 0.121
H -4.070 2.070 -3.283 0.059
H -4.359 3.603 -4.102 0.085
H -3.731 3.584 -2.453 0.076
C -4.881 -1.459 -1.346 -0.039
N -5.481 -0.830 -0.181 -0.148
C -6.719 -1.323 0.442 -0.088
C -6.942 -0.312 1.581 -0.105
N -5.645 0.379 1.626 0.028
C -4.889 0.122 0.542 -0.781
S -3.401 0.857 0.185 0.712
H -4.054 -2.117 -1.067 0.082
H -4.504 -0.700 -2.028 0.060
H -5.646 -2.044 -1.852 0.098
H -6.582 -2.339 0.812 0.128
H -7.530 -1.327 -0.282 0.127
H -7.156 -0.802 2.525 0.119
H -7.747 0.385 1.359 0.123
H -5.499 1.236 2.132 0.136

152
Properties=species:S:1:pos:R:3:lowdin_charge:R:1 method="wB97M-V/def2-TZVPD" charge=-1 orbital_gap_ev=5.03 e_homo_ev=-3.7 e_lumo_ev=1.305
Sr -0.279 -0.260 -0.729 1.236
C 0.958 -2.421 -4.594 -0.048
C 0.058 -1.615 -3.883 -0.157
N -0.101 -2.059 -2.643 -0.035
N 0.675 -3.157 -2.526 -0.003
C 1.333 -3.381 -3.683 -0.081
B 1.021 -3.781 -1.145 -0.655
N -0.185 -3.779 -0.170 0.018
C -0.722 -4.858 0.436 -0.060
C -1.713 -4.428 1.290 -0.054
C -1.707 -3.036 1.140 -0.181
N -0.791 -2.653 0.265 -0.033
N 2.180 -2.946 -0.554 0.013
C 3.492 -3.202 -0.388 -0.074
C 4.141 -2.005 -0.171 -0.055
C 3.124 -1.045 -0.242 -0.162
N 1.951 -1.613 -0.470 -0.028
N 1.407 -5.246 -1.385 -0.032
C 0.783 -6.104 -2.227 -0.104
C 1.216 -7.375 -1.936 -0.075
C 2.113 -7.192 -0.867 -0.169
N 2.213 -5.917 -0.532 0.068
H 1.283 -2.316 -5.614 0.091
H -0.481 -0.739 -4.212 0.096
H 2.024 -4.203 -3.776 0.122
H -0.356 -5.850 0.232 0.113
H -2.346 -5.029 1.920 0.090
H -2.339 -2.301 1.612 0.071
H 3.852 -4.215 -0.417 0.098
H 5.191 -1.853 0.008 0.087
H 3.152 0.027 -0.140 0.068
H 0.071 -5.748 -2.953 0.125
H 0.931 -8.291 -2.424 0.084
H 2.689 -7.930 -0.331 0.094
C -0.907 -2.481 5.002 -0.285
P -1.009 -0.787 4.310 1.014
C -0.056 0.128 5.615 -0.420
N 0.046 -0.393 6.808 0.132
C 0.578 0.379 7.795 -0.214
C 0.706 -0.145 9.101 -0.019
C 1.164 0.653 10.111 -0.087
C 1.512 2.000 9.862 -0.087
C 1.406 2.523 8.604 -0.018
C 0.945 1.713 7.542 -0.215
N 0.922 2.211 6.276 0.133
C 0.493 1.431 5.320 -0.415
P 0.709 1.946 3.549 1.021
C 0.958 3.747 3.786 -0.283
C 2.473 1.311 3.327 -0.714
C 2.410 -0.200 3.094 -0.110
C 3.005 1.993 2.062 -0.124
C 3.419 1.596 4.492 -0.094
C -2.739 -0.230 4.828 -0.724
C -2.974 -0.159 6.336 -0.099
C -3.725 -1.232 4.220 -0.108
C -2.981 1.148 4.211 -0.109
H -1.278 -2.568 6.022 0.027
H 0.141 -2.786 4.987 0.038
H -1.449 -3.155 4.337 0.020
H 0.419 -1.175 9.265 0.111
H 1.260 0.257 11.114 0.099
H 1.870 2.616 10.676 0.099
H 1.680 3.546 8.380 0.112
H 1.700 3.994 4.542 0.026
H 0.002 4.184 4.079 0.037
H 1.234 4.180 2.824 0.016
H 1.750 -0.459 2.265 0.061
H 2.068 -0.734 3.984 0.063
H 3.409 -0.574 2.849 0.086
H 2.311 1.891 1.222 0.042
H 3.952 1.523 1.776 0.087
H 3.204 3.052 2.233 0.076
H 3.166 1.012 5.378 0.071
H 3.427 2.650 4.772 0.069
H 4.436 1.322 4.195 0.085
H -2.686 -1.078 6.848 0.068
H -4.039 0.012 6.520 0.084
H -2.424 0.665 6.794 0.073
H -3.632 -2.220 4.673 0.075
H -3.592 -1.325 3.143 0.043
H -4.746 -0.880 4.388 0.087
H -2.288 1.896 4.605 0.064
H -3.997 1.482 4.446 0.088
H -2.876 1.129 3.126 0.058
C -5.782 -1.574 -2.538 -0.112
C -4.258 -1.410 -2.518 -0.638
C -3.675 -2.577 -1.706 -0.137
C -3.754 -1.640 -3.949 -0.124
Si -3.527 0.305 -1.815 0.808
C -3.865 1.655 -3.237 -0.638
C -2.725 1.569 -4.265 -0.134
C -3.799 3.071 -2.647 -0.127
C -5.193 1.572 -3.999 -0.110
C -4.710 0.820 -0.299 -0.645
C -4.768 -0.356 0.679 -0.137
C -4.049 1.966 0.479 -0.146
C -6.153 1.240 -0.600 -0.104
H -6.046 -2.528 -3.018 0.076
H -6.285 -0.779 -3.090 0.059
H -6.206 -1.598 -1.533 0.055
H -4.046 -3.531 -2.110 0.080
H -3.945 -2.547 -0.651 0.049
H -2.585 -2.595 -1.769 0.040
H -3.988 -2.669 -4.258 0.080
H -2.671 -1.524 -4.014 0.044
H -4.214 -0.972 -4.677 0.053
H -1.748 1.664 -3.783 0.041
H -2.812 2.384 -4.998 0.079
H -2.733 0.630 -4.819 0.052
H -2.930 3.217 -2.005 0.041
H -4.688 3.313 -2.064 0.059
H -3.735 3.808 -3.460 0.081
H -5.293 0.651 -4.574 0.052
H -5.264 2.406 -4.713 0.077
H -6.055 1.641 -3.333 0.060
H -3.760 -0.725 0.900 0.041
H -5.351 -1.196 0.301 0.061
H -5.221 -0.038 1.629 0.075
H -3.015 1.724 0.745 0.048
H -4.598 2.157 1.413 0.078
H -4.028 2.899 -0.082 0.044
H -6.706 0.478 -1.150 0.056
H -6.201 2.164 -1.178 0.056
H -6.694 1.424 0.340 0.077
O 1.231 1.538 -0.772 -0.444
N 1.889 2.365 -1.636 -0.210
C 1.056 2.892 -2.707 -0.330
C 1.867 3.835 -3.560 -0.077
C 3.194 3.993 -3.426 -0.146
C 3.936 3.299 -2.414 -0.135
C 3.209 2.517 -1.557 -0.118
H 0.717 2.020 -3.312 0.131
H 1.319 4.373 -4.326 0.098
H 3.709 4.677 -4.092 0.091
H 5.001 3.407 -2.288 0.069
H 3.666 1.997 -0.727 0.101
C -1.140 4.428 0.638 -0.172
Si -0.043 4.880 -0.816 0.519
C -0.653 6.506 -1.542 -0.186
C 1.697 5.132 -0.168 -0.161
C -0.211 3.551 -2.151 -0.212
H -1.051 5.167 1.440 0.028
H -0.852 3.454 1.043 0.012
H -2.192 4.372 0.348 0.017
H -0.675 7.301 -0.792 0.022
H -1.663 6.391 -1.944 0.024
H -0.003 6.828 -2.360 0.026
H 1.723 6.024 0.467 0.032
H 2.426 5.253 -0.971 0.024
H 2.009 4.274 0.430 0.007
H -0.740 3.997 -3.001 0.081
H -0.888 2.780 -1.768 0.035

Energy relative to the best compared isomer or geometry (same formula, charge and spin) in kcal/mol, matching the order above: 0.0, 0.0